{
  "formula": "C32H37N8O2STi",
  "method": "ωB97M-V with the def2-TZVPD basis set",
  "homo_lumo_gap_ev": [4.3, 6.8],
  "multiplicity": 3,
  "lumo_energy_ha": [-0.1203, -0.1200],
  "max_force_ev_per_a": 0.918,
  "charge": 1,
  "relative_energy_kcal_mol": 18.24,
  "e_tot_ha": -3077.691856,
  "species": ["Ti", "C", "C", "C", "C", "C", "N", "C", "C", "C", "N", "C", "C", "C", "C", "C", "C", "C", "C", "N", "C", "C", "C", "N", "C", "C", "C", "C", "O", "C", "O", "H", "H", "H", "H", "H", "H", "H", "H", "H", "H", "H", "H", "H", "H", "H", "H", "H", "H", "H", "H", "H", "H", "H", "H", "H", "H", "H", "H", "C", "C", "N", "N", "C", "N", "S", "C", "C", "C", "C", "C", "N", "H", "H", "H", "H", "H", "H", "H", "H", "H"],
  "coordinates": [[0.292, 0.311, 0.932], [7.107, -1.597, 1.562], [5.709, -1.246, 1.131], [5.206, -1.673, -0.080], [3.881, -1.401, -0.515], [3.401, -1.964, -1.711], [2.166, -1.734, -2.252], [1.523, -2.697, -3.127], [0.028, -2.755, -2.835], [-0.233, -3.273, -1.426], [-1.668, -3.406, -1.133], [-2.664, -2.583, -1.265], [-2.737, -1.198, -1.608], [-3.949, -0.757, -2.174], [-4.176, 0.558, -2.513], [-5.459, 1.012, -3.156], [-3.156, 1.468, -2.219], [-1.984, 1.106, -1.576], [-0.989, 2.135, -1.305], [-0.036, 2.062, -0.460], [0.889, 3.201, -0.440], [2.331, 2.743, -0.285], [2.793, 2.526, 1.148], [2.013, 1.630, 2.028], [2.564, 0.524, 2.370], [3.596, -0.173, 1.574], [4.881, -0.502, 1.983], [3.087, -0.594, 0.343], [1.812, -0.291, 0.011], [-1.730, -0.256, -1.252], [-0.685, -0.632, -0.625], [7.691, -1.984, 0.729], [7.092, -2.359, 2.343], [7.625, -0.726, 1.965], [5.837, -2.266, -0.733], [4.052, -2.623, -2.272], [1.555, -1.162, -1.685], [1.968, -3.686, -2.976], [1.670, -2.434, -4.179], [-0.460, -3.402, -3.568], [-0.395, -1.755, -2.952], [0.226, -2.636, -0.674], [0.179, -4.277, -1.322], [-1.931, -4.315, -0.781], [-3.626, -3.064, -1.106], [-4.722, -1.494, -2.370], [-6.097, 0.163, -3.398], [-5.264, 1.557, -4.080], [-6.018, 1.675, -2.494], [-3.293, 2.513, -2.482], [-1.088, 3.047, -1.902], [0.611, 3.880, 0.374], [0.788, 3.758, -1.374], [2.976, 3.529, -0.683], [2.497, 1.858, -0.900], [2.753, 3.501, 1.648], [3.840, 2.219, 1.133], [2.127, -0.018, 3.210], [5.246, -0.174, 2.949], [-4.310, 0.391, 1.556], [-2.846, 0.661, 1.652], [-1.931, -0.226, 1.604], [-2.313, -1.547, 1.582], [-1.312, -2.312, 1.926], [-1.548, -3.667, 1.955], [0.321, -1.792, 2.270], [-2.309, 2.017, 1.933], [-3.129, 3.127, 2.048], [-2.579, 4.325, 2.485], [-1.239, 4.358, 2.813], [-0.485, 3.201, 2.653], [-0.989, 2.061, 2.200], [-4.469, -0.564, 1.063], [-4.813, 1.184, 1.004], [-4.758, 0.335, 2.551], [-2.501, -3.919, 2.177], [-0.854, -4.194, 2.463], [-4.182, 3.049, 1.826], [-3.196, 5.207, 2.592], [-0.774, 5.257, 3.193], [0.564, 3.177, 2.911]],
  "lowdin_spin": [0.93, -0.01, 0.00, 0.11, 0.03, 0.33, 0.20, 0.02, 0.00, 0.00, 0.00, 0.00, 0.00, 0.00, 0.00, 0.00, 0.00, 0.00, 0.00, 0.00, 0.00, 0.00, 0.00, 0.02, 0.01, 0.00, 0.14, 0.09, 0.02, 0.00, 0.02, 0.00, 0.00, 0.00, 0.00, 0.02, 0.00, 0.00, 0.00, 0.00, 0.00, 0.00, 0.00, 0.00, 0.00, 0.00, 0.00, 0.00, 0.00, 0.00, 0.00, 0.00, 0.00, 0.00, 0.00, 0.00, 0.00, 0.00, 0.01, 0.00, 0.00, 0.00, 0.00, 0.00, 0.00, 0.00, 0.00, 0.00, 0.00, 0.00, 0.00, 0.00, 0.00, 0.00, 0.00, 0.00, 0.00, 0.00, 0.00, 0.00, 0.00]
}

***

{
  "formula": "CH4N2S3",
  "method": "ωB97M-V with the def2-TZVPD basis set",
  "homo_lumo_gap_ev": 9.0,
  "lumo_energy_ha": 0.0137,
  "max_force_ev_per_a": 1.294,
  "relative_energy_kcal_mol": 2.59,
  "e_tot_ha": -1344.546256,
  "species": ["S", "C", "N", "S", "N", "S", "H", "H", "H", "H"],
  "coordinates": [[-2.662, -0.294, -0.016], [-1.012, -0.143, 0.045], [-0.461, 1.021, 0.516], [0.835, 1.739, -0.231], [-0.155, -1.130, -0.377], [1.387, -1.528, 0.207], [-1.163, 1.638, 0.930], [1.805, 1.340, 0.633], [-0.618, -1.797, -1.009], [2.043, -0.845, -0.699]],
  "nbo_charge": [-0.19, 0.26, -0.78, 0.21, -0.78, 0.22, 0.43, 0.11, 0.43, 0.10]
}

***

Q: What is the formula in the second record?
A: CH4N2S3